one:
DFT (ωB97M-V/def2-TZVPD) results for a structure of composition C4H11NO3.

The geometry in XYZ format:
```
19
Properties=species:S:1:pos:R:3:lowdin_charge:R:1
C 1.611 -0.008 -0.713 -0.225
C 0.498 0.927 -0.308 -0.393
C -0.538 -0.161 -0.217 -0.386
C -1.900 0.541 -0.048 -0.170
H 1.446 -1.703 0.568 0.024
H 3.353 -0.730 0.768 0.198
H 2.425 0.530 -1.000 0.056
H 0.882 -0.616 -1.509 0.149
H 0.517 1.459 -1.325 0.174
H 0.807 1.175 1.447 0.078
H -0.620 -1.002 -0.937 0.136
H -0.963 -1.914 0.931 0.329
H -1.994 0.984 1.088 0.172
H -1.877 1.300 -1.075 0.186
H -3.580 0.004 0.401 0.150
N 2.302 -1.252 0.093 -0.073
O 0.736 1.871 0.779 0.002
O -0.197 -0.749 1.215 -0.217
O -2.908 -0.654 -0.159 -0.190
```

***

two:
DFT (ωB97M-V/def2-TZVPD) results for an isolated molecule of C4H11NO3.

The geometry in XYZ format:
```
19
Properties=species:S:1:pos:R:3:lowdin_charge:R:1
C 0.740 -1.952 -1.058 -0.021
C 0.303 -1.493 0.327 -0.441
O 1.372 -0.780 0.910 -0.033
N -0.888 -0.649 0.364 0.018
O -0.997 0.242 -0.759 -0.097
C -0.405 1.508 -0.544 -0.472
C -0.833 2.137 0.783 -0.025
O 0.975 1.483 -0.700 -0.004
H -0.036 -2.572 -1.502 0.085
H 1.661 -2.523 -0.970 0.083
H 0.917 -1.086 -1.694 0.078
H 0.062 -2.363 0.959 0.149
H 1.111 -0.498 1.794 0.108
H -1.731 -1.210 0.292 0.129
H -0.794 2.096 -1.386 0.153
H -1.917 2.194 0.830 0.081
H -0.411 3.134 0.852 0.080
H -0.473 1.536 1.614 0.062
H 1.345 0.796 -0.112 0.066
```

Output
SMILES string: C[C@@H](O)NO[C@@H](C)O

***

Most stable: two (next structure +748.9 kJ/mol)

***

one:
DFT (ωB97M-V/def2-TZVPD) results for an isolated molecule of C4H11NO3.

The geometry in XYZ format:
```
19
Properties=species:S:1:pos:R:3:lowdin_charge:R:1
C 1.759 -0.335 -0.445 0.004
C 0.277 -0.687 -0.486 -0.574
O -0.093 -0.822 -1.835 0.020
O 0.025 -1.899 0.201 0.014
C -0.646 0.467 0.178 -0.589
C -0.357 0.621 1.666 -0.003
N -0.411 1.685 -0.514 0.109
O -1.980 0.032 -0.049 -0.009
H 1.896 0.692 -0.768 0.082
H 2.136 -0.453 0.566 0.087
H 2.302 -0.995 -1.120 0.089
H -1.063 -0.823 -1.866 0.103
H 0.522 -2.599 -0.240 0.113
H -0.347 -0.355 2.144 0.085
H 0.602 1.110 1.802 0.085
H -1.136 1.232 2.115 0.088
H -0.980 2.441 -0.155 0.095
H -0.533 1.564 -1.514 0.094
H -1.974 -0.876 0.320 0.107
```

Output
SMILES string: CC(O)(O)[C@@](C)(N)O

***

two:
DFT (ωB97M-V/def2-TZVPD) results for a cluster of 2 separate species, C4H11NO3 in total.

The geometry in XYZ format:
```
19
Properties=species:S:1:pos:R:3:lowdin_charge:R:1
C 0.113 -0.211 1.894 -0.041
N -0.295 0.160 0.427 -0.248
C -1.014 1.435 0.555 -0.124
C -1.036 -0.829 -0.421 -0.090
C -0.211 -0.831 -1.701 -0.521
O -0.310 -0.261 -2.745 0.117
O 0.762 -1.777 -1.535 0.064
H -0.676 -0.578 2.537 0.072
H 0.415 0.758 2.301 0.067
H 0.963 -0.904 1.794 0.083
H -0.302 2.042 1.146 0.075
H -1.494 1.790 -0.398 0.106
H -1.791 1.431 1.363 0.083
H -2.032 -0.417 -0.637 0.121
H -1.117 -1.789 0.087 0.125
H 1.314 -1.732 -2.348 0.136
O 2.602 0.632 -0.843 -0.056
H 1.865 1.065 -1.280 0.024
H 2.245 0.016 -0.198 0.008
```

Output
SMILES string: CN(C)CC(=O)O.O

***

Most stable: one (next structure +144.0 kJ/mol)

***

one:
DFT (ωB97M-V/def2-TZVPD) results for the ion C7H11N4O4 with charge +1.

The geometry in XYZ format:
```
26
Properties=species:S:1:pos:R:3:lowdin_charge:R:1
C 1.256 -2.637 -0.058 0.029
C 0.459 -1.382 -0.198 -0.128
N -0.813 -1.522 -0.552 0.195
C -1.707 -0.534 -0.550 -0.316
N -2.687 -0.565 -1.452 0.258
C -1.604 0.598 0.417 -0.078
C -0.238 0.742 1.055 -0.172
C 0.101 2.218 1.329 -0.006
C 0.921 0.085 -0.097 -0.107
N 0.734 0.906 -1.353 -0.305
O -0.295 0.749 -1.961 0.119
O 1.560 1.717 -1.578 0.194
N 2.327 0.169 0.356 -0.341
O 3.103 -0.248 -0.495 0.137
O 2.551 0.655 1.417 0.171
H 2.150 -2.394 0.407 0.052
H 1.395 -3.175 -1.095 0.166
H 0.583 -3.339 0.502 0.122
H -3.381 0.164 -1.344 0.150
H -2.803 -1.460 -1.905 0.152
H -1.844 1.419 -0.125 0.095
H -2.323 0.374 1.249 0.179
H -0.167 0.104 1.960 0.159
H 0.862 2.501 0.595 0.081
H 0.676 2.158 2.307 0.124
H -0.815 2.700 1.167 0.071
```

Output
Total charge: +1
SMILES string: CC1=NC(=[NH2+])C[C@H](C)C1([N+](=O)[O-])[N+](=O)[O-]

***

two:
DFT (ωB97M-V/def2-TZVPD) results for a cluster of 2 separate species, C7H11N4O4 in total.

The geometry in XYZ format:
```
26
Properties=species:S:1:pos:R:3:lowdin_charge:R:1
C 0.738 2.346 -0.961 0.095
C 1.852 3.108 -0.632 -0.074
C 2.458 0.990 -0.861 -0.296
C 3.196 -0.262 -0.703 0.061
C -1.402 -0.656 1.466 0.152
C -3.620 -0.797 0.188 -0.007
C -2.158 -0.934 0.398 -0.247
N 1.144 1.018 -1.105 0.185
N 2.915 2.184 -0.631 0.228
N 2.088 4.513 -0.376 -0.354
N -1.461 -1.376 -0.791 -0.341
O 1.135 5.219 -0.263 0.144
O 3.226 4.962 -0.382 0.115
O -2.091 -2.076 -1.525 0.163
O -0.265 -1.137 -0.854 0.001
H -0.250 2.753 -1.051 0.145
H 2.927 -1.024 -1.366 0.090
H 4.176 -0.129 -1.031 0.088
H 2.950 -0.560 0.320 0.128
H 0.557 0.188 -1.278 0.113
H -0.314 -0.591 1.511 0.083
H -1.773 -0.258 2.343 0.063
H -3.801 -0.820 -0.898 0.096
H -4.183 -1.597 0.603 0.095
H -3.859 0.208 0.406 0.082
H 3.856 2.236 -0.290 0.193
```

Output
Total charge: +1

***

Most stable: two (next structure +64.7 kJ/mol)